# 1
{"formula": "C36H90ClN6O16", "method": "wB97M-V/def2-TZVPD", "orbital_gap_ev": 7.3, "e_homo_ev": -5.5, "e_above_lowest_kj_mol": 458.4, "multiplicity": 1, "total_energy_ev": -92997.2916, "total_charge": -1, "species": ["Cl", "O", "O", "O", "O", "C", "O", "C", "C", "N", "C", "C", "O", "C", "H", "H", "H", "H", "H", "H", "H", "H", "H", "H", "H", "H", "H", "H", "H", "C", "O", "C", "C", "N", "C", "C", "O", "C", "H", "H", "H", "H", "H", "H", "H", "H", "H", "H", "H", "H", "H", "H", "H", "C", "O", "C", "C", "N", "C", "C", "O", "C", "H", "H", "H", "H", "H", "H", "H", "H", "H", "H", "H", "H", "H", "H", "H", "C", "O", "C", "C", "N", "C", "C", "O", "C", "H", "H", "H", "H", "H", "H", "H", "H", "H", "H", "H", "H", "H", "H", "H", "C", "O", "C", "C", "N", "C", "C", "O", "C", "H", "H", "H", "H", "H", "H", "H", "H", "H", "H", "H", "H", "H", "H", "H", "C", "O", "C", "C", "N", "C", "C", "O", "C", "H", "H", "H", "H", "H", "H", "H", "H", "H", "H", "H", "H", "H", "H", "H"], "xyz": [[0.46262, 0.50198, -1.61762], [1.54298, -0.23188, -2.14816], [-0.51254, 0.77661, -2.62165], [-0.12952, -0.28067, -0.55450], [1.05098, 1.67189, -0.98402], [-3.11283, 0.63416, -11.68964], [-2.47143, 0.83456, -10.47055], [-2.06664, -0.34143, -9.81995], [-0.84902, -0.02955, -9.04010], [0.29470, 0.22494, -9.90097], [1.45747, 0.79412, -9.16786], [2.77481, 0.73627, -9.98475], [2.78805, 1.79075, -10.97818], [3.90338, 1.67650, -11.86146], [-3.62992, 1.56575, -11.91954], [-3.79654, -0.21449, -11.66821], [-2.42684, 0.31473, -12.47417], [-1.93855, -1.13961, -10.55111], [-2.89924, -0.67112, -9.19851], [-0.55050, -0.80673, -8.33655], [-1.01871, 0.84746, -8.41548], [-0.00819, 0.94320, -10.54321], [1.53111, 0.18822, -8.26478], [1.22148, 1.84065, -8.97501], [2.97122, -0.25417, -10.39529], [3.58596, 0.95287, -9.28963], [3.82207, 0.93516, -12.65639], [4.84373, 1.50744, -11.33682], [3.94547, 2.67158, -12.30433], [13.97062, -1.29503, 1.84549], [13.50713, -2.18126, 0.84327], [13.69702, -1.79647, -0.51925], [13.05726, -0.43478, -0.96759], [13.24105, -0.03018, -2.34529], [12.71342, 1.29233, -2.67911], [11.21959, 1.66601, -2.31697], [10.21620, 1.01960, -3.08073], [8.89494, 1.27911, -2.66374], [15.04933, -1.30285, 2.00183], [13.51653, -1.53728, 2.80632], [13.62389, -0.27176, 1.70136], [13.36566, -2.65732, -1.09996], [14.76103, -1.79384, -0.75588], [13.49031, 0.35447, -0.35305], [11.98905, -0.48797, -0.75738], [13.01620, -0.71504, -3.05276], [12.75449, 1.41102, -3.76185], [13.50028, 1.99257, -2.39875], [11.05687, 2.74023, -2.40466], [11.07232, 1.37870, -1.27589], [8.73055, 2.35380, -2.74191], [8.65052, 0.87212, -1.68256], [8.21030, 0.89309, -3.41894], [-6.86840, 2.78780, 5.08715], [-7.38492, 4.11184, 4.81595], [-7.30407, 5.03717, 5.95660], [-7.88234, 6.30590, 5.38164], [-7.35454, 6.79017, 4.13967], [-5.88783, 6.90884, 4.07010], [-5.18999, 5.70838, 3.46562], [-5.98021, 4.99068, 2.51960], [-5.18412, 4.31952, 1.49359], [-7.36542, 2.27754, 5.91219], [-5.81421, 2.77767, 5.36406], [-6.92655, 2.18855, 4.17851], [-6.30516, 5.17518, 6.37040], [-7.85081, 4.53743, 6.75625], [-7.82731, 7.18912, 6.01803], [-8.94618, 6.07664, 5.32012], [-7.55106, 7.77882, 4.20332], [-5.45523, 7.12123, 5.04778], [-5.55735, 7.70703, 3.40544], [-4.92487, 5.04353, 4.28768], [-4.28309, 6.09065, 2.99709], [-4.31883, 4.89377, 1.16253], [-5.82076, 4.28871, 0.60937], [-4.92021, 3.28526, 1.71439], [-8.08986, -9.57024, -5.65407], [-7.40291, -8.38194, -5.33151], [-8.21035, -7.35449, -4.77018], [-7.31554, -6.11102, -4.50780], [-6.15106, -6.56930, -3.76256], [-5.19775, -5.45791, -3.65613], [-3.79690, -6.00916, -3.36419], [-3.54219, -6.98973, -4.40531], [-2.20808, -7.36303, -4.39222], [-8.58125, -9.34714, -6.60110], [-8.77223, -9.92320, -4.88085], [-7.33683, -10.34373, -5.80493], [-8.45605, -7.73180, -3.77752], [-9.14598, -7.08246, -5.25876], [-7.83219, -5.35996, -3.91024], [-7.06759, -5.51704, -5.38747], [-5.64344, -7.19973, -4.36670], [-5.52066, -4.78628, -2.86068], [-5.21846, -4.78126, -4.51043], [-3.79480, -6.54423, -2.41456], [-3.04951, -5.21579, -3.35609], [-1.93447, -7.80766, -3.43538], [-1.58955, -6.49339, -4.61413], [-2.03379, -8.17303, -5.10048], [-3.41667, 10.81478, 7.24194], [-2.32479, 9.95021, 7.09075], [-1.21974, 10.61169, 6.55675], [-0.03134, 9.68792, 6.73251], [-0.29073, 8.40686, 6.05364], [0.78043, 7.45749, 6.29208], [0.54771, 6.13148, 5.54806], [-0.18667, 5.22780, 6.39476], [-0.47940, 3.98837, 5.78316], [-4.22510, 10.21727, 7.66329], [-3.76305, 11.21905, 6.29079], [-3.36095, 11.70720, 7.86530], [-1.11543, 11.62427, 6.94650], [-1.46579, 10.79252, 5.51039], [0.04551, 9.54147, 7.80988], [0.87477, 10.16705, 6.36170], [-1.14754, 8.05709, 6.45816], [0.79984, 7.20234, 7.35161], [1.80413, 7.71678, 6.02209], [1.47568, 5.59769, 5.34302], [0.14131, 6.23814, 4.54230], [0.41479, 3.41973, 5.52786], [-0.97674, 4.16576, 4.82960], [-1.07576, 3.37038, 6.45439], [-1.58016, -6.42543, 10.20861], [-1.71477, -6.42245, 8.77284], [-0.54072, -6.69501, 8.00655], [-0.74249, -6.40611, 6.52679], [0.38267, -6.83205, 5.66876], [0.25893, -6.32012, 4.32612], [1.28612, -6.77022, 3.35929], [1.26820, -8.17479, 3.14958], [2.32264, -8.68242, 2.32878], [-2.47251, -5.99202, 10.66024], [-0.77797, -5.73529, 10.46995], [-1.34636, -7.39620, 10.64570], [-0.36550, -7.75717, 8.17745], [0.40243, -6.23651, 8.30378], [-0.81194, -5.32866, 6.37717], [-1.66495, -6.82728, 6.12708], [0.37529, -7.84134, 5.63164], [0.17320, -5.23369, 4.30579], [-0.69592, -6.59385, 3.87732], [2.24244, -6.39164, 3.72016], [1.07634, -6.23020, 2.43599], [3.28148, -8.58968, 2.83881], [2.38951, -8.15754, 1.37582], [2.15421, -9.74033, 2.12744]], "forces_ev_per_angstrom": [[0.62, 0.00, 2.93], [1.43, -1.31, -1.63], [-0.44, 0.74, -0.53], [-0.74, -0.18, -0.04], [-0.86, 0.74, -0.73], [-0.17, -0.37, -0.20], [0.21, 0.72, -0.08], [-0.91, -0.49, -0.18], [1.36, 0.19, 0.87], [0.63, 0.09, -0.56], [-0.48, -0.66, -1.47], [-0.58, 0.92, 0.63], [0.19, -1.53, 0.07], [-0.40, 1.10, 0.33], [0.02, -0.22, -0.30], [-0.63, 0.10, 0.36], [0.44, 0.48, -0.26], [0.53, -0.13, -0.14], [0.00, -0.10, 0.46], [-0.32, -0.36, -0.07], [-0.49, 0.25, 0.22], [0.01, 0.02, -0.38], [0.39, 0.35, 0.19], [0.38, 0.15, 0.62], [-0.31, -0.04, -0.35], [0.24, -0.01, 0.18], [-0.41, -0.26, 0.10], [0.05, -0.08, 0.28], [0.26, -0.11, -0.30], [-0.46, 0.40, 0.17], [-0.33, 0.43, -0.07], [0.61, 0.33, -0.48], [-0.37, -0.83, 0.42], [0.39, -0.10, -0.37], [-0.76, -0.31, -1.28], [0.58, -0.29, 0.86], [1.02, -0.89, -0.56], [0.09, 0.63, -0.75], [0.22, -0.07, -0.36], [-0.07, -0.62, -0.14], [0.21, 0.18, -0.39], [-0.64, 0.18, -0.01], [0.41, 0.44, 0.15], [-0.04, 0.09, 0.10], [-0.20, -0.10, 0.51], [-0.31, -0.13, 0.35], [0.01, -0.40, -0.28], [-0.68, 0.61, 0.84], [0.31, 0.29, 0.05], [-0.13, 0.24, 0.36], [-0.14, 0.31, 0.64], [0.08, 0.09, 0.11], [0.20, -0.50, 0.11], [0.12, 0.85, -0.13], [0.89, -0.61, 1.39], [0.33, -1.41, -1.44], [-1.01, 0.11, 1.49], [1.06, 1.02, -1.23], [-0.13, -0.65, -0.66], [-0.08, -1.19, 0.21], [1.38, 0.10, -0.84], [-1.23, 0.75, -0.03], [-0.51, 0.07, 0.03], [0.30, 0.46, 0.00], [-0.36, 0.23, -0.01], [0.54, -0.18, -0.47], [-0.56, 0.63, 0.26], [0.09, -0.46, 1.28], [-0.18, 0.24, -0.63], [-0.83, 0.09, -0.58], [0.29, 0.00, 0.27], [-0.87, 0.55, 0.12], [0.31, -0.39, -0.02], [0.26, -0.23, -0.03], [0.25, 0.05, 0.46], [-0.21, -0.11, 0.06], [0.16, 0.10, 0.49], [0.48, 0.54, -0.51], [-0.06, 0.54, -0.17], [1.01, 0.51, 1.35], [-0.54, -0.84, 0.25], [0.67, 1.06, -0.67], [0.10, 0.10, 1.08], [-1.10, -0.52, -0.95], [-0.55, 0.93, 0.48], [0.51, -0.57, 0.02], [-0.56, -0.62, -0.05], [-0.22, 0.22, 0.11], [-0.01, 0.05, -0.08], [-0.44, 0.14, 0.29], [0.08, -0.29, -0.71], [-0.45, -0.28, 0.37], [0.24, -0.42, -0.70], [-0.26, -0.66, -0.07], [0.14, -0.09, 0.47], [0.34, -0.26, -0.65], [0.06, 0.10, 0.22], [0.12, -0.01, -0.11], [0.19, 0.23, 0.41], [0.40, -0.11, -0.01], [-0.15, 0.27, -0.38], [-1.42, -0.48, -0.27], [-0.55, 0.57, 1.24], [0.11, -0.01, -1.21], [-0.61, 0.06, -0.19], [0.85, 1.26, -0.31], [-0.51, -1.81, -0.14], [0.38, -1.06, 0.67], [-0.40, 0.54, -0.11], [0.23, 0.28, -0.43], [-0.05, -0.02, -0.09], [0.01, -0.20, -0.48], [1.04, -0.07, 0.50], [0.40, -0.04, 0.71], [0.38, -0.14, -0.56], [0.40, -0.03, 0.37], [0.06, -0.16, -0.08], [-0.09, -0.32, -0.08], [0.32, -0.18, 0.32], [-0.29, 1.05, -0.21], [0.64, 0.28, 0.15], [-0.76, 0.33, 0.10], [0.40, 0.00, 0.14], [-0.44, -0.16, -0.03], [-0.11, 0.30, -0.03], [0.70, 0.78, -1.03], [-0.11, 0.66, 0.38], [-0.05, -1.35, 0.23], [0.12, 0.43, -0.74], [0.15, 0.03, 1.13], [-1.60, -0.22, -0.15], [0.94, 0.33, -0.39], [0.05, -0.17, 0.02], [-0.22, 0.43, 0.41], [-0.21, -0.34, -0.33], [0.29, -0.01, 0.16], [-0.13, -0.26, -0.21], [0.29, -0.46, -0.39], [-0.22, 0.70, 0.52], [-0.16, 0.15, 0.21], [-0.40, -0.13, 0.32], [0.17, -0.18, -0.12], [0.60, 0.17, 0.28], [-0.60, -0.38, -0.04], [0.54, -0.41, -0.02], [0.05, -0.09, -0.39], [0.16, 0.09, 0.08], [-0.10, 0.14, -0.11], [-0.27, 0.10, 0.15]], "mulliken_charge": [1.60, -0.65, -0.63, -0.67, -0.66, -0.76, -0.31, -0.65, -0.59, -0.42, -0.69, -0.58, -0.31, -0.75, 0.25, 0.32, 0.31, 0.40, 0.35, 0.42, 0.35, 0.23, 0.47, 0.36, 0.34, 0.39, 0.28, 0.31, 0.25, -0.68, -0.34, -0.59, -0.40, -0.34, -0.89, -0.44, -0.32, -0.71, 0.27, 0.27, 0.27, 0.30, 0.39, 0.29, 0.27, 0.29, 0.42, 0.35, 0.42, 0.33, 0.31, 0.28, 0.25, -0.83, -0.25, -0.52, -0.73, -0.41, -0.70, -0.40, -0.32, -0.79, 0.33, 0.31, 0.27, 0.29, 0.47, 0.42, 0.31, 0.28, 0.29, 0.50, 0.05, 0.54, 0.34, 0.27, 0.27, -0.78, -0.27, -0.56, -0.77, -0.37, -0.79, -0.59, -0.34, -0.76, 0.29, 0.31, 0.23, 0.31, 0.44, 0.40, 0.41, 0.42, 0.37, 0.37, 0.33, 0.50, 0.31, 0.29, 0.24, -0.86, -0.28, -0.58, -0.63, -0.37, -0.63, -0.74, -0.31, -0.70, 0.27, 0.33, 0.33, 0.44, 0.34, 0.28, 0.39, 0.28, 0.35, 0.42, 0.45, 0.39, 0.31, 0.28, 0.24, -0.73, -0.30, -0.54, -0.54, -0.34, -0.64, -0.59, -0.31, -0.74, 0.25, 0.32, 0.28, 0.29, 0.35, 0.29, 0.34, 0.23, 0.45, 0.36, 0.35, 0.38, 0.30, 0.30, 0.24]}


# 2
{"formula": "ClH3O2SSi", "method": "wB97M-V/def2-TZVPD", "orbital_gap_ev": [8.3, 7.7], "e_homo_ev": [-10.3, -9.8], "e_above_lowest_kj_mol": 208.6, "multiplicity": 1, "total_energy_ev": -35376.3684, "species": ["O", "O", "Si", "S", "Cl", "H", "H", "H"], "xyz": [[-2.32255, 1.74905, -0.59699], [0.43168, 0.85008, 0.15637], [1.42799, -0.45293, -0.03180], [-1.86301, 0.92291, 0.46977], [-2.41153, -1.02274, 0.10578], [1.53968, -0.66298, -1.47877], [2.57258, 0.02057, 0.81753], [0.62517, -1.40397, 0.55811]], "forces_ev_per_angstrom": [[0.01, -0.08, -0.04], [-2.94, 1.06, 0.27], [-0.31, 2.56, -0.11], [2.86, -0.46, -0.38], [0.22, 0.35, 0.00], [0.68, -0.36, -0.15], [0.17, -0.65, -0.57], [-0.69, -2.41, 0.96]], "mulliken_charge": [-0.31, -0.47, 0.49, 0.78, -0.11, -0.10, -0.09, -0.19]}


# 3
{"formula": "C4H11N2S", "method": "wB97M-V/def2-TZVPD", "smiles": "NCNCCC[S-]", "orbital_gap_ev": 6.6, "e_homo_ev": -2.6, "e_above_lowest_kj_mol": 129.9, "multiplicity": 1, "total_energy_ev": -18141.7523, "total_charge": -1, "species": ["C", "N", "C", "N", "C", "C", "S", "H", "H", "H", "H", "H", "H", "H", "H", "H", "H", "H"], "xyz": [[-1.33670, -1.43525, 0.34628], [-0.90476, -1.22893, 1.75348], [-0.49413, 0.16665, 1.95500], [0.86389, 0.62809, 1.57643], [-0.41463, -0.98943, -0.80770], [-0.36538, 0.45403, -1.41443], [1.28789, 1.14837, -1.73657], [-2.23363, -0.81049, 0.23866], [-1.69755, -2.46880, 0.30726], [-0.06804, -1.78310, 1.92875], [-1.16454, 0.78034, 1.34044], [-0.52711, 0.42786, 3.01018], [1.30159, 0.57063, 0.65422], [0.83876, 1.63299, 1.72738], [0.61724, -1.08369, -0.43435], [-0.59509, -1.73903, -1.57432], [-0.97599, 1.18883, -0.87096], [-1.00931, 0.33246, -2.30725]], "forces_ev_per_angstrom": [[-0.84, 1.22, 0.51], [1.01, 0.87, -0.67], [0.34, 0.52, -1.18], [0.79, -0.04, 1.10], [1.48, -0.32, 1.07], [-1.71, -0.34, -0.41], [-0.22, -0.31, -0.10], [-0.25, -0.20, 0.17], [0.38, 0.01, -0.42], [-0.11, -0.16, -0.03], [-0.66, -0.15, 0.58], [-0.50, -0.07, 0.13], [-0.96, -0.48, -0.43], [0.17, -0.10, 0.16], [-0.13, -0.69, -0.30], [0.36, 0.13, -0.47], [0.23, -0.26, 0.58], [0.61, 0.36, -0.28]], "mulliken_charge": [-0.82, -0.47, -0.35, -0.66, -0.50, -0.87, -0.63, 0.38, 0.41, 0.29, 0.29, 0.28, 0.18, 0.23, 0.26, 0.45, 0.23, 0.29]}


# 4
{"formula": "CH3F3N2O", "method": "wB97M-V/def2-TZVPD", "orbital_gap_ev": [9.8, 7.9], "e_homo_ev": [-9.3, -8.1], "e_above_lowest_kj_mol": 258.5, "multiplicity": 1, "total_energy_ev": -14260.3206, "species": ["C", "N", "N", "O", "F", "F", "F", "H", "H", "H"], "xyz": [[-1.53843, -0.03937, -0.62808], [1.17481, 0.05934, 1.07679], [1.45367, 0.45733, -0.23374], [0.59034, 1.24092, -0.72773], [-1.13955, -1.30221, -0.72965], [-2.67334, 0.12664, -1.27344], [-1.74868, 0.26401, 0.68535], [0.12602, 0.11647, 1.28172], [1.59961, -0.74155, 1.42746], [2.15555, -0.18158, -0.87868]], "forces_ev_per_angstrom": [[-0.26, 0.17, 0.75], [-2.42, 1.87, -0.07], [1.03, -1.23, -1.00], [0.69, -0.82, -0.30], [0.08, 0.13, 0.05], [0.02, 0.07, -0.17], [0.06, -0.25, -0.72], [2.20, -0.12, -0.63], [1.01, -1.64, 0.12], [-2.43, 1.83, 1.96]], "mulliken_charge": [0.47, -0.44, 0.22, -0.48, -0.19, -0.17, -0.23, 0.31, 0.23, 0.27]}